Entry 1:
Formula: C43H37Cl2N6O5ReSSi
Source: OMol25
Level of theory: ωB97M-V/def2-TZVPD

```
96
Properties=species:S:1:pos:R:3:mulliken_spin:R:1
Re -0.32651 0.12628 0.05689 0.881
Cl -3.28603 3.38591 2.05604 0.000
Cl -0.48007 3.84197 1.40252 0.000
S 0.68111 -2.18268 2.21264 -0.026
Si -0.32514 2.40629 -2.46843 -0.021
O -0.01997 1.65859 -1.06270 0.067
O 1.18971 -0.92497 2.67815 0.002
O -0.93176 0.90102 1.90855 0.009
O -1.71450 1.27799 3.96738 0.004
O -0.08952 -3.02724 3.07559 0.002
N 5.63737 -5.17877 0.82057 0.000
N 2.53678 -0.65103 -0.70625 0.026
N -0.50727 -4.08606 0.42477 0.000
N -2.14782 -2.55451 -0.28633 0.002
N 1.98901 0.15186 0.07271 -0.041
N -0.25630 -1.78842 0.88347 0.027
C 4.45987 -4.48228 1.09892 0.001
C -1.38258 1.62907 2.84652 0.003
C -1.20997 -5.07566 -0.10496 0.000
C -0.10566 4.25322 -2.20177 -0.003
C 0.12634 -2.28714 -3.65251 -0.002
C 0.91039 1.97463 -3.81158 0.001
C 2.11231 -3.10167 1.71601 0.008
C -0.87716 5.21915 -2.85276 0.000
C 2.24706 -2.13225 -2.54778 -0.003
C 4.56268 2.50666 2.42426 -0.002
C -4.44291 2.44908 -2.97802 0.001
C 2.37677 1.62036 1.94049 0.018
C 4.46521 -3.09456 1.20547 0.000
C -2.41191 -4.87257 -0.75387 0.000
C 3.21409 2.40235 2.72641 0.002
C 1.64744 -1.30466 -1.60616 0.020
C 0.69166 2.40612 -5.12397 0.000
C -3.57317 0.94915 -4.64253 0.000
C 3.30359 -2.41321 1.52446 -0.003
C 2.10655 1.31248 -3.53653 -0.003
C -0.66313 6.57712 -2.64208 0.000
C 1.47280 -2.63601 -3.57980 0.003
C 2.10977 -4.49210 1.65145 0.001
C -3.15118 2.71719 -2.55009 0.004
C 1.61644 2.15709 -6.12777 0.000
C 2.90511 0.93946 0.86107 -0.022
C -2.39294 0.35657 -0.27214 -0.010
C 1.12407 6.05347 -1.12645 0.000
C 2.79167 1.47475 -5.83531 0.000
C 4.25488 1.04848 0.53548 -0.006
C -1.00830 -2.85771 0.32341 0.002
C 3.27070 -5.17295 1.34123 0.000
C 0.90238 4.70075 -1.34168 0.004
C 3.03925 1.05945 -4.53526 0.001
C -4.65578 1.56070 -4.02544 0.000
C -0.45758 -1.48467 -2.67611 0.045
C 0.28488 -0.98877 -1.60746 -0.033
C 5.08110 1.83077 1.32173 0.001
C -2.04455 2.10943 -3.15333 -0.003
C 0.33491 6.99636 -1.77354 0.000
C -2.28179 1.22450 -4.20753 0.003
C -1.58921 3.12063 2.57480 0.001
C -2.83107 -3.55365 -0.81624 -0.001
H -2.64490 1.41781 -0.16065 0.004
H 4.63623 0.52498 -0.32958 -0.001
H -3.00144 3.40126 -1.72070 0.000
H 2.80125 2.92415 3.57996 0.000
H 2.31536 0.99933 -2.52390 0.006
H -0.47650 -2.65756 -4.47483 0.000
H 5.21120 3.12041 3.03701 0.000
H -0.78365 -6.07078 -0.00841 0.000
H 6.35153 -4.64525 0.35337 0.000
H -5.28439 2.92150 -2.48619 0.000
H 3.51368 1.27587 -6.61827 0.000
H 1.51955 3.97210 -0.82478 0.003
H -0.21956 2.94395 -5.36797 0.000
H 5.51344 -6.09523 0.42377 0.000
H -2.90775 -0.18739 0.52414 0.016
H -1.66186 4.91038 -3.53550 0.000
H 6.12991 1.92448 1.06930 0.000
H 1.91431 -3.27560 -4.33375 0.000
H -1.28237 7.30767 -3.14923 0.000
H 5.38601 -2.54316 1.04873 0.000
H 3.26345 -6.25645 1.29023 0.000
H 3.95633 0.53423 -4.29592 0.000
H -2.98085 -5.68358 -1.18434 0.000
H 0.49427 8.05330 -1.59628 0.000
H -3.75823 -3.28127 -1.31380 0.000
H 3.32500 -1.34066 1.64668 0.004
H 1.32376 1.51053 2.16864 0.015
H -5.66445 1.34114 -4.35453 0.000
H 3.30736 -2.34557 -2.47018 0.000
H -3.73360 0.25456 -5.45866 0.000
H 1.42221 2.49432 -7.13889 0.000
H 1.90520 6.37279 -0.44691 0.000
H -1.46326 3.64466 3.51228 0.000
H 1.19350 -5.02483 1.84989 0.000
H -1.44463 0.73524 -4.69353 0.000
H -2.75883 -0.00372 -1.23764 -0.006
H -1.51378 -1.24893 -2.73344 0.000
```

- Spin multiplicity: 2
- <S²>: 0.765
- Strongest force on any atom: 0.0161 hartree/bohr
- E: -4052.0278 hartree
- Net charge: -1
- Gap between HOMO and LUMO (spin up / spin down): 0.236 / 0.222 Ha

Entry 2:
Formula: C43H38ClN2O6P2SY
Source: OMol25
Level of theory: ωB97M-V/def2-TZVPD

```
94
Properties=species:S:1:pos:R:3:lowdin_charge:R:1
Y 1.18907 -0.35189 -0.80178 1.317
Cl 4.26753 -0.50294 -1.09689 0.718
S 1.36679 1.80542 0.73965 0.648
P -0.44148 -2.15988 1.74303 0.824
P -2.20194 -0.05529 0.21249 0.773
O -1.04916 0.04996 -0.72543 -0.438
O 3.22234 0.37172 -1.72596 -0.476
O 0.53612 -1.88220 0.62491 -0.440
O 3.50510 -1.14807 0.03892 -0.412
O 4.70020 -1.47012 -2.04843 -0.269
O 5.31025 0.28791 -0.59569 -0.279
N 3.71367 3.00397 0.12372 0.105
N 4.37354 6.43847 -5.25713 0.111
C -0.78726 -4.51906 0.37166 -0.048
C -0.27936 -2.25338 -3.93216 -0.166
C 4.92615 3.56197 0.40304 -0.013
C -2.38874 -6.17851 1.00081 -0.077
C -2.69942 4.00184 0.67049 -0.039
C -3.80644 4.09634 1.62994 -0.055
C 1.77628 2.45255 -4.38713 -0.057
C -1.47756 -5.68392 0.07018 -0.047
C 1.79774 -1.79190 5.81311 -0.054
C -3.84735 1.66731 1.63465 -0.076
C 0.33415 1.77658 -2.55966 -0.144
C 1.11656 -3.00864 5.49308 -0.079
C 1.74809 -0.78316 4.88453 -0.092
C -2.77597 1.61903 0.70592 -0.255
C 2.28592 4.84294 -2.98147 -0.093
C -3.59167 -0.91505 -0.45306 -0.270
C -4.54219 -1.58689 0.35641 -0.103
C 5.46501 3.52235 1.69130 -0.043
C -1.09378 -3.80227 1.55193 -0.285
C -2.57802 -5.56001 2.21049 -0.081
C 1.23105 2.66844 -3.12046 -0.362
C -6.15316 -1.39599 -1.36384 -0.052
C 0.36669 -2.05411 3.41120 -0.232
C -5.18699 -0.87820 -2.24229 -0.046
C 0.48276 -3.17899 4.30773 -0.075
C 1.55295 3.86897 -2.38721 -0.098
C 0.83409 -1.43092 -4.31770 -0.165
C 2.90307 2.52977 1.10910 -0.623
C -1.72469 -0.81531 1.85655 -0.254
C 2.56414 3.45206 -5.01714 -0.001
C 3.66187 5.67291 -4.79624 -0.268
C 2.87231 4.65167 -4.23463 -0.279
C 1.01115 -0.88015 3.72624 -0.101
C -4.37236 2.91664 2.04832 -0.100
C -3.90195 -0.58893 -1.78186 -0.040
C -0.00712 -2.92427 -2.72983 -0.171
C 1.83185 -1.57492 -3.34776 -0.221
C -5.82986 -1.66166 -0.03366 -0.092
C 4.68117 3.14919 2.79478 -0.006
C 1.31824 -2.50866 -2.33647 -0.292
C -1.89637 -4.36746 2.55233 -0.088
C -2.32375 2.80061 0.08589 -0.060
C 3.44625 2.59466 2.42479 -0.065
H 0.64559 -0.00036 3.14467 0.084
H -5.22194 2.82387 2.79106 0.123
H -0.01279 -4.11292 4.11551 0.083
H -0.18219 1.95526 -1.66261 -0.061
H -7.15663 -1.60741 -1.73078 0.110
H 1.24468 3.94072 -1.37588 0.066
H 2.55064 5.73446 -2.41729 0.111
H 2.90973 3.35767 -6.08964 0.123
H -2.25156 4.94602 0.36165 0.105
H 2.02484 -2.98995 -1.64617 0.085
H -1.14235 -2.47316 -4.55971 0.075
H 1.53533 1.48870 -4.88774 0.106
H -4.16525 5.05832 1.96674 0.100
H -2.99842 -6.17315 2.99921 0.107
H 0.10727 0.84918 -3.11540 0.033
H 2.77200 2.35904 3.18154 0.070
H 0.08863 -4.21688 -0.19844 0.102
H -0.63387 -3.62184 -2.20536 0.051
H -2.87477 -7.10419 0.75635 0.107
H 1.22416 -3.85724 6.16275 0.108
H 2.87579 -1.19023 -3.41535 0.082
H -1.70186 2.70430 -0.81493 0.099
H -5.46637 -0.53075 -3.21879 0.106
H 5.00525 3.21906 3.82604 0.117
H -4.21897 -2.09460 1.28011 0.108
H 2.37512 0.13025 5.08048 0.123
H -2.01656 -3.89627 3.57553 0.127
H -2.62254 -1.17101 2.37030 0.059
H -6.59747 -1.97485 0.68012 0.117
H 3.33132 2.95591 -0.79271 0.111
H -1.30390 -6.22294 -0.86246 0.121
H -3.15023 -0.21897 -2.44146 0.112
H 6.46530 3.90414 1.74352 0.104
H 0.96056 -0.94522 -5.29597 0.090
H -4.24677 0.68427 1.91097 0.094
H 2.26410 -1.74908 6.80934 0.116
H 5.43161 4.07046 -0.39620 0.138
H -1.28297 0.07880 2.35772 0.073
```

- Strongest force on any atom: 0.0588 hartree/bohr
- E: -3801.5402 hartree
- Gap between HOMO and LUMO: 0.165 Ha

Question: Which of these has the lowest E?
Answer: C43H37Cl2N6O5ReSSi

Question: Which of these has the highest E?
Answer: C43H38ClN2O6P2SY

Question: Which of these has the highest E?
Answer: C43H38ClN2O6P2SY